[1]
56
Properties=species:S:1:pos:R:3 method="wB97M-V/def2-TZVPD" lumo_energy_ev=-6.390 relative_energy_kcal_mol=0.0 spin_multiplicity=1 e_tot_ev=-63133.515 mol_weight_g_mol=706.3 gap_ev=7.8615 total_charge=+2 homo_ev=-14.25
Rh -0.0563 0.6906 -0.1497
C -3.5613 1.2564 2.2192
C -2.4960 0.8320 1.2688
N -1.3454 1.4131 1.1752
N -1.0368 2.4807 1.9705
C 0.1920 2.9375 1.7873
N 0.5811 3.9507 2.5617
S 1.3309 2.3825 0.5788
C -2.6880 -0.3235 0.3620
C -3.8568 -1.0608 0.3282
C -3.9571 -2.1325 -0.5513
C -2.8889 -2.4342 -1.3755
C -1.7448 -1.6556 -1.2894
N -1.6457 -0.6364 -0.4430
H -3.2782 2.1750 2.7212
H -3.7272 0.4808 2.9707
H -4.5039 1.4081 1.6916
H -0.0318 4.2909 3.2852
H 1.5055 4.3379 2.4816
H -4.6807 -0.8054 0.9787
H -4.8640 -2.7206 -0.5885
H -2.9288 -3.2560 -2.0756
H -0.8824 -1.8496 -1.9142
O 4.9972 -4.7636 0.6978
N 4.4847 -3.9060 1.3722
O 4.6545 -3.7335 2.5605
C 3.5990 -2.9429 0.6700
C 3.8307 -2.7791 -0.6467
C 3.0727 -1.8347 -1.4085
C 3.2800 -1.5899 -2.7793
C 2.5052 -0.6538 -3.4159
C 1.5269 0.0389 -2.6926
N 1.3215 -0.1853 -1.4060
C 2.0804 -1.1056 -0.7616
C 1.8221 -1.3065 0.6324
N 0.8200 -0.5624 1.1747
C 0.5424 -0.6833 2.4604
C 1.2295 -1.5841 3.2732
C 2.2360 -2.3533 2.7482
C 2.5746 -2.2169 1.3844
H 4.6071 -3.3641 -1.1216
H 4.0455 -2.1372 -3.3144
H 2.6362 -0.4355 -4.4659
H 0.9001 0.7898 -3.1565
H -0.2405 -0.0531 2.8584
H 0.9625 -1.6626 4.3171
H 2.7744 -3.0474 3.3725
N -1.6771 3.7181 -0.8882
C -1.3457 2.9163 -1.8876
O -0.8092 1.7969 -1.7366
C -1.7004 3.3764 -3.2725
I -0.0717 3.2678 -4.6239
H -1.4886 3.4816 0.0781
H -2.0681 4.6260 -1.0795
H -2.0548 4.4021 -3.2778
H -2.4827 2.7253 -3.6584

=====

[2]
54
Properties=species:S:1:pos:R:3 method="wB97M-V/def2-TZVPD" lumo_energy_ev="-1.248 / -1.247" relative_energy_kcal_mol=0.0 spin_multiplicity=1 e_tot_ev=-63288.181 mol_weight_g_mol=674.8 gap_ev="6.4652 / 6.4658" total_charge=0 homo_ev="-7.71 / -7.71"
Ir 0.1861 0.5125 1.1478
N -3.0149 -1.1352 -1.2723
C -1.9479 -0.8297 -0.5208
S -2.0887 0.5276 0.5434
N -0.9009 -1.6369 -0.6160
N 0.1011 -1.2835 0.2282
C 1.1151 -2.0712 0.3866
C 1.2171 -3.4015 -0.2611
C 1.1819 -3.5310 -1.6468
C 1.2989 -4.7815 -2.2308
C 1.4308 -5.9150 -1.4380
C 1.4485 -5.7941 -0.0566
C 1.3493 -4.5399 0.5303
C 2.1477 -1.5655 1.3239
C 3.3176 -2.2370 1.6231
C 4.1724 -1.7224 2.5883
C 3.8481 -0.5395 3.2237
C 2.6992 0.1209 2.8312
N 1.8871 -0.3751 1.8982
H -3.7687 -0.4756 -1.3305
H -2.9461 -1.8869 -1.9358
H 1.0755 -2.6466 -2.2611
H 1.2876 -4.8745 -3.3091
H 1.5160 -6.8917 -1.8969
H 1.5356 -6.6750 0.5665
H 1.3485 -4.4417 1.6105
H 3.5408 -3.1573 1.1023
H 5.0848 -2.2449 2.8441
H 4.4750 -0.1253 4.0000
H 2.4041 1.0683 3.2606
C -4.3779 3.1965 -3.2034
C -3.0792 3.1834 -2.4395
C -2.9246 3.9225 -1.2722
C -1.7378 3.8906 -0.5583
C -0.6971 3.0959 -1.0060
C -0.8194 2.3598 -2.1783
C -2.0055 2.4166 -2.8912
S 0.7914 2.9818 -0.0601
O 1.5037 1.7960 -0.5878
O 1.4329 4.2601 -0.1102
N 0.4876 2.4963 1.4057
C 0.1162 3.2315 2.5891
C -0.7083 2.2612 3.4146
O -1.3523 2.6831 4.3484
O -0.5882 0.9835 3.0746
H -5.0820 3.9126 -2.7810
H -4.8517 2.2122 -3.1844
H -4.2098 3.4527 -4.2508
H -3.7456 4.5318 -0.9121
H -1.6288 4.4856 0.3413
H 0.0115 1.7542 -2.5145
H -2.1038 1.8464 -3.8092
H -0.4174 4.1632 2.4245
H 0.9845 3.4315 3.2279

=====

[3]
48
Properties=species:S:1:pos:R:3 method="wB97M-V/def2-TZVPD" lumo_energy_ev=-1.788 relative_energy_kcal_mol=76.9 spin_multiplicity=1 e_tot_ev=-34307.041 mol_weight_g_mol=376.4 gap_ev=6.4303 total_charge=0 homo_ev=-8.22
O -2.1021 0.3081 -1.5919
C -1.5894 -0.7571 -1.8602
C -2.3526 -2.0016 -1.7583
C -1.7515 -3.1622 -2.0339
O -2.4190 -4.3270 -1.9809
C -0.3342 -3.2263 -2.4633
O 0.1527 -4.2846 -2.7764
C 0.4450 -1.9687 -2.4939
C 1.8999 -2.0723 -2.7916
C 2.6446 -2.4222 -1.4917
O 3.2359 -3.4505 -1.3423
C 2.5770 -1.3846 -0.4070
C 3.5472 -0.3869 -0.3381
C 3.4700 0.5669 0.6746
C 2.4301 0.5380 1.5987
C 1.4619 -0.4587 1.5342
C 1.5475 -1.4217 0.5353
C -0.1675 -0.8124 -2.2407
H -3.3812 -1.9705 -1.4404
H -1.7913 -5.0301 -1.7618
H 2.1115 -2.8448 -3.5219
H 2.2825 -1.1084 -3.1170
H 4.3535 -0.3752 -1.0568
H 4.2242 1.3384 0.7143
H 2.3865 1.2953 2.3652
H 0.6702 -0.4717 2.2664
H 0.8054 -2.2055 0.4609
H 0.3778 0.1179 -2.2857
C 0.1586 5.3627 0.7980
C 0.1352 4.0603 0.2281
C 1.4136 3.7635 -0.1600
N 2.2073 4.8352 0.1502
C 1.4498 5.8132 0.7363
H -0.6775 5.9049 1.2062
H -0.7215 3.4162 0.1172
H 1.8257 2.8850 -0.6268
H 3.1924 4.8955 -0.0257
H 1.8929 6.7401 1.0574
C -4.3034 0.3156 2.1952
C -4.2503 -0.3215 3.4662
C -3.2833 -1.2873 3.3991
N -2.7520 -1.2586 2.1368
C -3.3658 -0.2821 1.3970
H -4.9546 1.1218 1.9025
H -4.8536 -0.0954 4.3293
H -2.9295 -1.9885 4.1353
H -2.0247 -1.8629 1.8032
H -3.0831 -0.1022 0.3739

=====

[4]
50
Properties=species:S:1:pos:R:3 method="wB97M-V/def2-TZVPD" lumo_energy_ev=-0.687 relative_energy_kcal_mol=38.2 spin_multiplicity=1 e_tot_ev=-47191.110 mol_weight_g_mol=424.5 gap_ev=7.1682 total_charge=0 homo_ev=-7.86
C -5.8719 -1.1635 2.4003
C -5.6405 -0.6961 0.9700
O -4.4229 -1.2157 0.4386
C -3.2997 -0.5522 0.7554
O -3.2964 0.4463 1.4435
C -2.0793 -1.1374 0.1922
C -1.9719 -2.3294 -0.4463
C -3.0888 -3.2756 -0.7313
N -0.7512 -2.8041 -0.8843
C 0.3036 -2.1455 -0.5917
S 1.9042 -2.7034 -0.9843
C 2.6378 -1.3153 -0.1717
C 3.9872 -1.2050 -0.1285
C 4.8200 -0.2088 0.4478
C 4.6155 0.9745 1.1338
C 5.8901 1.4895 1.4246
C 6.7871 0.5989 0.9042
O 6.1613 -0.4210 0.3170
C 1.5934 -0.4335 0.3672
O 1.7394 0.6044 0.9745
N 0.3555 -0.9669 0.0891
C -0.8731 -0.2347 0.3699
C -0.9892 0.9541 -0.5636
C -0.9150 0.7646 -1.9355
C -1.0308 1.8545 -2.7828
C -1.2307 3.1189 -2.2708
C -1.3158 3.3131 -0.8907
O -1.5235 4.5918 -0.4803
C -1.6374 4.8394 0.9019
C -1.1851 2.2221 -0.0398
H -5.8634 -2.2499 2.4482
H -6.8331 -0.7996 2.7519
H -5.0896 -0.7741 3.0468
H -6.4206 -1.0688 0.3028
H -5.6068 0.3977 0.9323
H -3.8041 -2.8193 -1.4116
H -2.6746 -4.1722 -1.1834
H -3.6210 -3.5320 0.1812
H 4.5507 -1.9988 -0.6053
H 3.6662 1.3984 1.3830
H 6.1152 2.3961 1.9476
H 7.8598 0.5901 0.8937
H -0.8256 0.1292 1.4044
H -0.7715 -0.2258 -2.3437
H -0.9690 1.7123 -3.8514
H -1.3278 3.9765 -2.9174
H -0.7125 4.5879 1.4303
H -1.8271 5.9077 0.9943
H -2.4704 4.2820 1.3410
H -1.2467 2.3335 1.0297